This record from the OMol25 dataset describes a cluster of 12 separate species, C45H114N18O12 in total in a non-equilibrium geometry. The level of theory is the ωB97M-V functional and the def2-TZVPD basis.

Bonds (Å) are listed after each position.
Cartesian coordinates (Å):
1 C 0.51 1.79 -3.56  C2 1.530, H12 1.090, H13 1.090, H14 1.090
2 C 0.42 3.02 -4.47  C1 1.530, C3 1.571, C4 1.518, N10 1.464
3 C 1.42 2.73 -5.64  C2 1.571, H15 1.090, H16 1.090, H17 1.090
4 C -0.99 2.97 -5.02  C2 1.518, C5 1.504, H18 1.090, H19 1.090
5 C -1.63 4.21 -5.60  C4 1.504, C6 1.571, H20 1.090, H21 1.090
6 C -1.32 5.39 -4.61  C5 1.571, C7 1.529, H22 1.090, H23 1.090
7 C 0.10 5.52 -4.06  C6 1.529, C8 1.543, C9 1.582, N10 1.483
8 C 0.98 6.23 -5.12  C7 1.543, H24 1.090, H25 1.090, H26 1.090
9 C 0.03 6.40 -2.75  C7 1.582, H27 1.090, H28 1.090, H29 1.090
10 N 0.62 4.20 -3.63  C2 1.464, C7 1.483, O11 1.426
11 O 1.93 4.30 -3.06  N10 1.426, H30 0.960
12 H -0.18 1.82 -2.72  C1 1.090
13 H 0.24 0.81 -3.97  C1 1.090
14 H 1.50 1.74 -3.11  C1 1.090
15 H 1.38 3.65 -6.22  C3 1.090
16 H 2.40 2.64 -5.18  C3 1.090
17 H 1.09 2.00 -6.38  C3 1.090
18 H -1.08 2.27 -5.85  C4 1.090
19 H -1.61 2.48 -4.27  C4 1.090
20 H -1.19 4.42 -6.58  C5 1.090
21 H -2.68 4.10 -5.84  C5 1.090
22 H -2.07 5.72 -3.89  C6 1.090
23 H -1.56 6.30 -5.15  C6 1.090
24 H 0.75 7.29 -5.19  C8 1.090
25 H 0.81 5.74 -6.08  C8 1.090
26 H 2.05 6.23 -4.93  C8 1.090
27 H -0.39 7.33 -3.14  C9 1.090
28 H 1.00 6.63 -2.31  C9 1.090
29 H -0.68 5.96 -2.05  C9 1.090
30 H 2.54 4.48 -3.77  O11 0.960
31 C -1.08 -4.30 -0.93  C32 1.510, H42 1.090, H43 1.090, H44 1.090
32 C -0.65 -4.39 0.51  C31 1.510, C33 1.557, C34 1.558, N40 1.563
33 C -0.44 -3.01 1.19  C32 1.557, H45 1.090, H46 1.090, H47 1.090
34 C -1.73 -5.18 1.31  C32 1.558, C35 1.538, H48 1.090, H49 1.090
35 C -1.27 -5.75 2.67  C34 1.538, C36 1.557, H50 1.090, H51 1.090
36 C 0.06 -6.57 2.66  C35 1.557, C37 1.514, H52 1.090, H53 1.090
37 C 1.18 -5.96 1.85  C36 1.514, C38 1.526, C39 1.592, N40 1.508
38 C 1.99 -5.03 2.75  C37 1.526, H54 1.090, H55 1.090, H56 1.090
39 C 2.18 -7.10 1.37  C37 1.592, H57 1.090, H58 1.090, H59 1.090
40 N 0.66 -5.25 0.63  C32 1.563, C37 1.508, O41 1.346
41 O 1.62 -4.84 -0.22  N40 1.346, H60 0.960
42 H -0.41 -3.82 -1.65  C31 1.090
43 H -1.21 -5.28 -1.39  C31 1.090
44 H -2.07 -3.83 -0.87  C31 1.090
45 H -1.38 -2.54 0.90  C33 1.090
46 H -0.25 -3.05 2.26  C33 1.090
47 H 0.40 -2.50 0.70  C33 1.090
48 H -2.60 -4.56 1.54  C34 1.090
49 H -2.03 -6.01 0.67  C34 1.090
50 H -1.16 -5.06 3.50  C35 1.090
51 H -2.06 -6.42 3.01  C35 1.090
52 H -0.25 -7.55 2.29  C36 1.090
53 H 0.25 -6.80 3.71  C36 1.090
54 H 2.60 -5.46 3.54  C38 1.090
55 H 1.38 -4.29 3.27  C38 1.090
56 H 2.78 -4.44 2.29  C38 1.090
57 H 3.04 -6.82 0.76  C39 1.090
58 H 1.80 -7.91 0.75  C39 1.090
59 H 2.54 -7.72 2.19  C39 1.090
60 H 1.79 -3.96 0.14  O41 0.960
61 C -4.79 0.49 4.31  C62 1.528, H72 1.090, H73 1.090, H74 1.090
62 C -5.59 0.57 3.01  C61 1.528, C63 1.543, C64 1.570, N70 1.440
63 C -6.77 1.50 3.36  C62 1.543, H75 1.090, H76 1.090, H77 1.090
64 C -4.88 1.39 1.87  C62 1.570, C65 1.469, H78 1.090, H79 1.090
65 C -3.65 0.78 1.35  C64 1.469, C66 1.554, H80 1.090, H81 1.090
66 C -4.10 -0.59 0.77  C65 1.554, C67 1.571, H82 1.090, H83 1.090
67 C -4.86 -1.48 1.82  C66 1.571, C68 1.560, C69 1.596, N70 1.469
68 C -5.39 -2.67 0.96  C67 1.560, H84 1.090, H85 1.090, H86 1.090
69 C -3.91 -2.14 2.91  C67 1.596, H87 1.090, H88 1.090, H89 1.090
70 N -5.95 -0.69 2.43  C62 1.440, C67 1.469, O71 1.422
71 O -6.66 -1.48 3.37  N70 1.422, H90 0.960
72 H -5.38 -0.16 4.95  C61 1.090
73 H -3.81 0.03 4.18  C61 1.090
74 H -4.63 1.44 4.83  C61 1.090
75 H -7.41 1.68 2.49  C63 1.090
76 H -7.42 1.10 4.14  C63 1.090
77 H -6.51 2.43 3.85  C63 1.090
78 H -5.58 1.59 1.06  C64 1.090
79 H -4.83 2.40 2.27  C64 1.090
80 H -3.10 1.33 0.58  C65 1.090
81 H -2.94 0.72 2.18  C65 1.090
82 H -3.24 -1.10 0.35  C66 1.090
83 H -4.81 -0.44 -0.05  C66 1.090
84 H -6.28 -2.25 0.49  C68 1.090
85 H -5.83 -3.39 1.64  C68 1.090
86 H -4.63 -3.11 0.32  C68 1.090
87 H -4.33 -2.27 3.91  C69 1.090
88 H -2.91 -1.72 3.00  C69 1.090
89 H -3.58 -3.11 2.54  C69 1.090
90 H -7.52 -1.55 2.97  O71 0.960
91 C -0.69 -0.82 4.84  O92 1.475, H97 1.090, H98 1.090, H99 1.090
92 O -0.95 -2.26 5.01  C91 1.475, C93 1.430
93 C -1.64 -2.60 6.21  O92 1.430, C94 1.559, H100 1.090, H101 1.090
94 C -1.69 -4.14 6.41  C93 1.559, C95 1.482, N96 1.444, H102 1.090
95 C -2.61 -4.61 7.48  C94 1.482, H103 1.090, H104 1.090, H105 1.090
96 N -0.43 -4.76 6.73  C94 1.444, H106 1.010, H107 1.010
97 H 0.06 -0.59 5.59  C91 1.090
98 H -1.58 -0.22 5.02  C91 1.090
99 H -0.09 -0.61 3.95  C91 1.090
100 H -1.12 -2.14 7.06  C93 1.090
101 H -2.67 -2.27 6.06  C93 1.090
102 H -2.06 -4.56 5.48  C94 1.090
103 H -2.79 -5.68 7.42  C95 1.090
104 H -3.59 -4.15 7.40  C95 1.090
105 H -2.15 -4.29 8.42  C95 1.090
106 H -0.42 -5.75 6.51  N96 1.010
107 H 0.26 -4.45 6.05  N96 1.010
108 C 4.88 5.08 -5.14  O109 1.389, H114 1.090, H115 1.090, H116 1.090
109 O 4.62 4.30 -4.02  C108 1.389, C110 1.437
110 C 5.80 4.07 -3.25  O109 1.437, C111 1.515, H117 1.090, H118 1.090
111 C 5.51 3.49 -1.88  C110 1.515, C112 1.544, N113 1.435, H119 1.090
112 C 4.79 2.13 -1.85  C111 1.544, H120 1.090, H121 1.090, H122 1.090
113 N 4.65 4.43 -1.21  C111 1.435, H123 1.010, H124 1.010
114 H 4.72 6.13 -4.89  C108 1.090
115 H 4.05 4.92 -5.83  C108 1.090
116 H 5.85 4.94 -5.62  C108 1.090
117 H 6.36 3.25 -3.70  C110 1.090
118 H 6.47 4.92 -3.08  C110 1.090
119 H 6.43 3.34 -1.31  C111 1.090
120 H 4.68 1.66 -0.87  C112 1.090
121 H 5.33 1.43 -2.49  C112 1.090
122 H 3.82 2.35 -2.29  C112 1.090
123 H 4.98 5.35 -1.48  N113 1.010
124 H 3.67 4.33 -1.41  N113 1.010
125 C 2.86 -1.12 -2.80  O126 1.441, H131 1.090, H132 1.090, H133 1.090
126 O 2.69 -1.98 -3.95  C125 1.441, C127 1.494
127 C 1.91 -3.23 -3.73  O126 1.494, C128 1.560, H134 1.090, H135 1.090
128 C 1.20 -3.67 -5.05  C127 1.560, C129 1.516, N130 1.466, H136 1.090
129 C 2.21 -3.96 -6.14  C128 1.516, H137 1.090, H138 1.090, H139 1.090
130 N 0.22 -2.66 -5.45  C128 1.466, H140 1.010, H141 1.010
131 H 3.55 -0.29 -2.94  C125 1.090
132 H 3.50 -1.65 -2.10  C125 1.090
133 H 1.87 -0.82 -2.45  C125 1.090
134 H 2.71 -3.92 -3.45  C127 1.090
135 H 1.21 -3.08 -2.91  C127 1.090
136 H 0.72 -4.65 -5.05  C128 1.090
137 H 1.75 -3.85 -7.12  C129 1.090
138 H 2.62 -4.97 -6.13  C129 1.090
139 H 2.99 -3.20 -6.15  C129 1.090
140 H 0.60 -1.74 -5.27  N130 1.010
141 H 0.14 -2.83 -6.45  N130 1.010
142 N 1.62 0.75 -0.11  C143 1.284, H146 1.010, H147 1.010
143 C 0.48 0.39 0.35  N142 1.284, N144 1.279, O145 1.216
144 N 0.42 0.53 1.62  C143 1.279, H148 1.010, H149 1.010
145 O -0.52 0.19 -0.32  C143 1.216
146 H 2.43 1.01 0.44  N142 1.010
147 H 1.64 0.84 -1.12  N142 1.010
148 H -0.35 0.22 2.18  N144 1.010
149 H 1.18 1.09 1.98  N144 1.010
150 N 3.60 -0.48 1.45  C151 1.292, H154 1.010, H155 1.010
151 C 3.83 -1.62 0.90  N150 1.292, N152 1.279, O153 1.203
152 N 5.10 -1.78 0.81  C151 1.279, H156 1.010, H157 1.010
153 O 2.97 -2.38 0.53  C151 1.203
154 H 2.63 -0.39 1.69  N150 1.010
155 H 4.31 0.08 1.91  N150 1.010
156 H 5.79 -1.08 1.05  N152 1.010
157 H 5.41 -2.69 0.50  N152 1.010
158 N -0.12 3.52 -0.57  C159 1.319, H162 1.010, H163 1.010
159 C 0.07 4.08 0.61  N158 1.319, N160 1.319, O161 1.228
160 N 0.79 5.18 0.57  C159 1.319, H164 1.010, H165 1.010
161 O -0.42 3.65 1.66  C159 1.228
162 H 0.19 3.99 -1.40  N158 1.010
163 H -0.48 2.57 -0.56  N158 1.010
164 H 1.12 5.40 -0.36  N160 1.010
165 H 0.67 5.87 1.30  N160 1.010
166 N -2.38 0.60 -2.49  C167 1.310, H170 1.010, H171 1.010
167 C -2.22 -0.26 -3.46  N166 1.310, N168 1.300, O169 1.242
168 N -1.62 -1.31 -2.98  C167 1.300, H172 1.010, H173 1.010
169 O -2.61 -0.10 -4.62  C167 1.242
170 H -2.77 1.48 -2.80  N166 1.010
171 H -1.95 0.43 -1.59  N166 1.010
172 H -1.05 -1.21 -2.15  N168 1.010
173 H -1.35 -2.02 -3.64  N168 1.010
174 N -0.23 2.68 4.24  C175 1.334, H178 1.010, H179 1.010
175 C -1.49 2.71 4.69  N174 1.334, N176 1.294, O177 1.191
176 N -2.25 3.54 4.06  C175 1.294, H180 1.010, H181 1.010
177 O -1.77 2.14 5.70  C175 1.191
178 H 0.48 2.20 4.78  N174 1.010
179 H -0.15 2.84 3.25  N174 1.010
180 H -3.18 3.69 4.43  N176 1.010
181 H -1.90 4.05 3.26  N176 1.010
182 N 4.39 2.80 3.03  C183 1.293, H186 1.010, H187 1.010
183 C 3.27 2.70 2.39  N182 1.293, N184 1.316, O185 1.230
184 N 3.41 3.07 1.13  C183 1.316, H188 1.010, H189 1.010
185 O 2.25 2.17 2.82  C183 1.230
186 H 4.53 2.11 3.75  N182 1.010
187 H 5.21 3.09 2.51  N182 1.010
188 H 4.32 3.41 0.85  N184 1.010
189 H 2.70 3.33 0.47  N184 1.010

Computed properties:
Largest force on an atom   6.501 eV/A
E_HOMO   -7.03 eV
E_LUMO   -0.019 hartree
SMILES   CC1(C)CCCC(C)(C)N1O.CC1(C)CCCC(C)(C)N1O.CC1(C)CCCC(C)(C)N1O.COC[C@H](C)N.COC[C@H](C)N.COC[C@H](C)N.NC(N)=O.NC(N)=O.NC(N)=O.NC(N)=O.NC(N)=O.NC(N)=O
Relative energy (zero: lowest compared OMol25 entry of this formula, charge and spin)   1.5958 eV
Net charge   0
HOMO-LUMO gap   6.52 eV